(1)
# C27H73HgN6O7

C27H73HgN6O7 as an isolated structure (ωB97M-V/def2-TZVPD, the Open Molecules 2025 dataset).

The HOMO energy (spin up / spin down) comes out at -0.2743 / -0.2791 Ha. The multiplicity is 2. Its total charge is 0.

Last column: Löwdin charge in e.
Cartesian coordinates (Å):
H 4.664 -0.076 -0.474  0.065
C 2.719 -5.602 0.967  -0.054
H -5.611 1.495 -2.865  0.106
H -3.177 0.136 2.111  0.054
H -1.977 2.810 -4.758  0.079
C -3.029 4.094 0.871  -0.037
C 3.450 -1.357 1.727  -0.067
O 5.940 0.341 1.520  -0.185
N 1.273 1.550 -4.206  0.033
C 1.625 -5.917 -0.014  -0.450
H 3.385 -1.039 -4.779  0.119
H -1.764 -4.095 1.300  0.072
H 1.691 -0.583 7.616  0.085
H -3.569 3.388 -4.024  0.078
C 1.225 2.189 4.133  -0.414
C 0.320 -5.160 0.189  -0.227
H -0.382 3.673 3.819  0.068
C -0.040 -0.954 0.867  -0.065
H -2.546 -1.418 1.937  0.059
N 1.514 2.406 2.718  0.031
H 4.598 1.920 1.349  0.125
H 3.330 -0.889 -0.540  0.060
C -0.192 2.739 4.347  -0.060
H -6.642 -0.238 0.525  0.069
H -3.727 4.004 -1.642  0.125
H 5.223 0.409 -3.788  0.081
H 2.291 -0.303 -5.894  0.134
N -6.818 2.704 -0.858  0.041
O -0.416 -5.755 1.205  -0.177
H 3.283 -1.424 2.802  0.069
C 1.285 0.734 4.562  -0.181
H -7.919 -0.103 -0.543  0.079
C 5.262 0.518 -4.872  -0.104
O -0.871 1.390 0.794  -0.450
H -1.526 4.406 -2.749  0.140
H 0.516 0.111 4.106  0.114
O 1.462 0.637 5.980  -0.167
H 2.875 -6.508 -1.549  0.067
H 4.527 0.940 2.884  0.124
H 0.206 -0.906 6.717  0.083
H -1.859 -0.247 -0.042  0.082
C 2.122 0.346 -3.822  -0.358
H 1.726 -1.437 6.153  0.079
H 6.897 2.252 1.654  0.086
H 4.362 -1.874 1.429  0.079
C -1.719 -5.184 1.283  -0.088
H -0.958 1.541 -2.232  0.077
C -2.603 2.908 -3.871  -0.052
H 2.260 -5.634 1.955  0.083
H -3.194 2.399 -1.076  0.115
H 2.609 0.552 1.384  0.095
C -6.151 0.766 -2.261  -0.165
H -0.940 1.987 4.096  0.069
H -0.384 -1.946 0.574  0.045
H -6.141 3.400 -0.580  0.055
C 3.572 0.071 1.211  -0.456
C 1.102 -0.790 -3.565  -0.061
H 0.697 -0.614 0.140  0.054
C 2.913 -0.088 -5.025  -0.224
H -1.729 -0.158 2.996  0.051
H 6.003 1.314 -4.957  0.085
H 0.739 1.231 -5.002  0.065
H -3.442 3.119 1.133  0.084
H -6.697 2.886 -1.844  0.049
H 7.186 1.103 3.027  0.082
H -0.280 -5.214 -0.720  0.119
H -2.209 -5.527 0.372  0.086
C -2.862 3.383 -1.407  -0.233
H 1.579 -1.767 -3.638  0.077
H -5.234 1.395 -0.486  0.103
H -4.530 -0.622 -0.672  0.065
C 6.985 1.209 1.961  -0.115
H -0.200 2.430 -3.164  0.023
C -7.248 0.528 0.041  -0.052
H -3.693 -0.001 -1.937  0.065
H 3.064 -4.583 0.793  0.070
H 0.762 1.906 2.265  0.008
O -2.199 4.039 -0.364  -0.371
H 7.967 0.887 1.614  0.078
H 2.706 0.545 -2.924  0.128
H -7.810 1.134 0.751  0.078
C 1.242 -0.581 6.623  -0.133
C 4.667 0.932 1.803  -0.190
H -7.182 0.683 -2.605  0.126
H -3.816 4.835 0.733  0.085
H 1.491 -6.018 -2.077  0.061
C -4.394 -0.812 -1.736  -0.111
H 0.648 -0.672 -2.581  0.063
C -6.279 1.357 -0.793  -0.439
H 1.932 2.807 4.686  0.139
C -1.292 0.013 0.853  -0.543
H 3.531 -6.321 0.856  0.080
H 0.476 -4.104 0.408  0.112
C -1.893 3.390 -2.599  -0.394
H 0.260 -0.832 -4.255  0.075
H 1.860 2.172 -4.743  0.072
Hg 0.048 3.380 -0.223  0.929
H -0.284 2.927 5.417  0.073
N -0.730 2.522 -2.309  -0.025
H -2.441 4.426 1.727  0.081
N 3.690 -0.002 -0.217  0.043
H -2.222 -5.557 2.175  0.091
H 2.650 -1.993 1.347  0.051
H 2.185 0.323 4.104  0.104
H -2.928 1.878 -3.729  0.064
H 1.372 -6.976 0.042  0.133
H -3.980 -1.815 -1.845  0.098
C -2.221 -0.383 2.050  -0.068
H 1.392 3.397 2.569  0.036
N 2.172 -5.808 -1.360  0.018
H 5.743 -0.340 -5.340  0.087
O 3.955 0.828 -5.315  -0.186
O -5.679 -0.598 -2.265  -0.178
H 0.401 -0.966 1.864  0.059

(2)
# C27H74N2O11

A 11-piece molecular cluster, C27H74N2O11 overall (ωB97M-V/def2-TZVPD, the Open Molecules 2025 dataset).

The HOMO energy comes out at -0.3168 Ha. Its total charge is 0. For the energy relative to the best compared isomer or geometry (same formula, charge and spin), the calculation gives 34.0 kcal per mole.

Last column: Löwdin charge in e.
Cartesian coordinates (Å):
H 0.543 -4.975 -2.656  0.045
H -1.919 -3.879 0.055  0.108
C -2.289 -1.097 -3.268  -0.049
H -6.358 1.142 -2.857  0.093
C -4.360 3.449 0.511  -0.111
N 4.088 0.407 3.182  -0.090
C 6.116 1.173 4.102  -0.040
C 2.902 0.295 0.934  -0.015
C 3.333 -0.438 2.230  -0.508
H -1.825 -2.850 -5.024  0.094
H -3.478 3.644 -2.984  0.096
O -2.995 1.592 3.173  -0.161
C 2.341 0.469 -3.506  -0.150
H 0.777 -3.883 0.683  0.072
H 1.899 -0.109 0.589  0.084
H 3.953 -2.223 3.093  0.130
C 0.451 -3.026 0.148  -0.055
C -1.682 -2.429 -2.937  -0.494
H 3.642 0.146 0.147  0.067
C -0.178 -3.552 -1.139  -0.509
H 1.316 0.130 3.088  0.094
H 5.522 -1.258 0.686  0.098
C 0.172 3.243 1.938  -0.107
H 2.900 1.383 1.125  0.070
C -2.695 2.847 -3.020  -0.106
H -0.374 -2.152 -4.688  0.064
H -1.848 -0.234 0.131  0.080
H 6.203 -1.267 3.618  0.097
H 2.609 1.370 -4.020  0.069
H -0.113 4.607 0.495  0.051
H -4.861 0.145 0.531  0.044
C 5.447 -1.700 1.658  -0.169
H 1.306 -2.369 -0.051  0.075
H -2.651 2.802 -1.068  0.033
C -1.352 -4.375 -0.706  -0.141
H -4.888 2.841 -0.255  0.083
H -3.446 1.119 2.454  0.019
H -5.520 -0.316 -2.767  0.045
H 1.490 -1.605 2.686  0.075
H -5.051 4.218 0.753  0.071
H 5.656 0.977 0.673  0.067
H 1.719 -3.658 -2.360  0.103
H -5.770 -1.302 2.478  0.093
H 1.365 -4.993 -1.123  0.099
O -3.206 4.011 -0.057  -0.123
H -0.202 -2.456 0.780  0.073
O -0.331 0.912 -0.813  -0.162
N -0.782 -2.297 -1.720  -0.052
H 0.937 3.925 2.335  0.094
H -0.610 -3.838 -4.217  0.076
H 2.023 2.836 -0.928  0.050
H -2.793 1.677 5.180  0.082
C 2.055 -0.728 3.022  -0.053
C 2.274 3.711 -1.495  -0.118
C -1.122 0.550 0.356  -0.098
H -3.081 -1.142 -4.045  0.106
H 7.149 1.332 3.928  0.065
O 3.525 1.695 3.100  -0.056
C -4.806 -1.297 1.893  -0.156
H -0.983 1.113 -1.527  0.068
C 5.758 1.489 1.614  -0.015
H 1.761 5.665 -1.355  0.085
H 1.928 3.553 -2.490  0.063
H 3.470 -2.479 1.390  0.116
O -4.547 -0.008 1.435  -0.157
H -4.814 -2.063 1.131  0.068
C -5.947 0.403 -2.141  -0.132
H -2.663 -0.721 -2.342  0.063
H -3.940 -1.548 2.581  0.097
C 4.003 -1.810 2.062  -0.128
H -3.369 -2.852 -1.736  0.110
C -1.058 -2.844 -4.248  -0.027
H 3.151 -0.199 -3.183  0.087
H -0.394 0.162 1.060  0.065
H 2.833 1.693 3.755  0.098
C 5.512 0.607 2.829  -0.511
H 0.673 2.446 1.421  0.042
O -5.025 0.740 -1.140  -0.163
C 6.121 -0.798 2.679  -0.134
H -2.943 2.170 -3.822  0.077
O 0.273 -1.452 -2.117  -0.092
H 2.489 -0.910 4.031  0.095
C 0.928 -4.319 -1.917  -0.008
H 1.827 0.813 -2.613  0.049
H 5.967 0.401 4.897  0.099
H 5.729 2.132 4.480  0.090
C -2.805 -3.409 -2.477  -0.129
O -2.660 2.145 -1.786  -0.181
H -3.702 0.294 4.648  0.053
H -1.770 3.400 -3.150  0.082
H -3.076 -5.435 -1.687  0.118
H -0.949 -5.316 -0.248  0.135
C -2.260 -4.723 -1.920  -0.148
H 5.977 -2.602 1.586  0.097
H -4.264 1.250 -1.479  0.048
H -1.650 -5.145 -2.705  0.089
H -6.774 -0.006 -1.537  0.096
O 1.438 -0.218 -4.363  -0.139
H 0.040 -0.607 -1.609  0.081
H 6.772 1.841 1.609  0.081
H 7.182 -0.638 2.425  0.131
H -0.597 2.827 2.631  0.092
O 1.687 4.852 -0.835  -0.132
H 0.940 -0.870 -3.854  0.014
H -1.530 -0.402 -3.681  0.094
O -0.623 3.991 1.009  -0.144
H -2.457 4.137 0.552  0.068
H 5.132 2.358 1.556  0.077
C -3.541 1.316 4.456  -0.143
H -4.198 2.825 1.374  0.068
H -1.610 1.437 0.790  0.067
H -3.501 -3.610 -3.250  0.103
H -4.444 1.933 4.587  0.084
H 3.379 3.787 -1.434  0.091